{"formula": "C4H11N3O", "method": "wB97M-V/def2-TZVPD", "e_above_lowest_kj_mol": 591.3, "molar_mass_g_mol": 117.15, "e_homo_ha": [-0.2835, -0.2834], "total_charge": 0, "lumo_ev": [-0.12, -0.12], "symbols": ["C", "C", "C", "C", "N", "O", "H", "H", "H", "H", "H", "H", "H", "N", "N", "H", "H", "H", "H"], "positions_angstrom": [[-0.449, -2.046, -1.578], [-1.277, 0.644, 1.288], [-0.510, -1.660, -0.128], [-0.470, 0.307, 0.075], [-0.543, 1.045, -0.970], [-0.625, -2.382, 0.807], [0.053, 0.740, -1.738], [-1.170, -1.446, -2.133], [0.544, -1.818, -1.970], [-0.663, -3.108, -1.695], [-0.688, 1.193, 2.024], [-2.138, 1.263, 1.038], [-1.675, -0.202, 1.846], [1.873, 0.639, 0.797], [1.850, 2.003, 0.616], [1.272, 2.319, -0.172], [1.543, 2.462, 1.466], [2.349, 0.263, -0.025], [0.724, -0.215, 0.451]], "atomic_forces_ev_per_a": [[-0.1, 0.1, 0.1], [-0.1, 0.3, 0.8], [0.2, 1.3, 0.3], [-1.4, -2.9, -0.7], [0.6, 0.5, 0.2], [0.0, 0.7, -0.4], [-0.2, -0.3, -0.1], [0.0, 0.0, 0.0], [0.0, 0.0, 0.0], [0.1, 0.1, 0.0], [0.2, 0.1, -0.1], [0.2, 0.1, -0.3], [0.3, -0.4, -0.3], [-0.4, -1.6, -0.2], [-0.7, -0.4, -0.1], [-0.1, 0.0, -0.1], [-0.1, -0.1, -0.1], [0.2, 0.1, 0.1], [1.5, 2.5, 0.8]]}



{"formula": "C4H11N3O", "method": "wB97M-V/def2-TZVPD", "e_above_lowest_kj_mol": 110.0, "molar_mass_g_mol": 117.15, "e_homo_ha": -0.3388, "total_charge": 0, "lumo_ev": 0.95, "smiles": "[H]/N=C(\\N)[C@](C)(N)OC", "symbols": ["H", "N", "C", "N", "C", "C", "N", "O", "C", "H", "H", "H", "H", "H", "H", "H", "H", "H", "H"], "positions_angstrom": [[3.257, -0.255, -0.730], [2.318, -0.620, -0.579], [1.457, 0.246, -0.250], [1.641, 1.580, -0.059], [-0.036, -0.303, 0.001], [-0.258, -0.508, 1.504], [-0.245, -1.545, -0.693], [-0.816, 0.718, -0.554], [-2.269, 0.494, -0.444], [0.814, 2.155, -0.065], [2.490, 2.006, -0.400], [0.574, -1.079, 1.907], [-0.314, 0.455, 2.004], [-1.178, -1.062, 1.671], [-0.004, -1.419, -1.674], [0.406, -2.234, -0.335], [-2.704, 1.145, -1.199], [-2.620, 0.771, 0.553], [-2.512, -0.548, -0.658]], "atomic_forces_ev_per_a": [[-0.1, 0.2, 0.1], [0.4, -0.5, -0.1], [-1.1, -0.6, 0.1], [0.0, 0.4, 0.2], [1.8, 0.4, 0.0], [0.0, 0.1, -0.4], [-0.3, 0.0, -0.2], [-1.9, -0.1, 0.0], [1.2, 0.3, -0.2], [0.0, 0.0, -0.1], [-0.1, -0.1, 0.1], [0.0, 0.0, 0.1], [0.1, 0.1, 0.1], [-0.1, 0.0, 0.0], [0.0, 0.0, 0.2], [0.0, 0.0, 0.0], [-0.1, 0.0, 0.1], [0.0, 0.0, -0.1], [0.1, 0.1, 0.0]]}



{"formula": "C4H11N3O", "method": "wB97M-V/def2-TZVPD", "e_above_lowest_kj_mol": 110.3, "molar_mass_g_mol": 117.15, "e_homo_ha": -0.3372, "total_charge": 0, "lumo_ev": 0.60, "smiles": "N=C(N)N.CCC=O", "symbols": ["N", "C", "N", "N", "H", "H", "H", "H", "H", "C", "C", "C", "O", "H", "H", "H", "H", "H", "H"], "positions_angstrom": [[-1.857, 0.134, 1.705], [-1.947, -0.555, 0.630], [-2.017, -1.937, 0.548], [-1.857, 0.128, -0.578], [-1.795, -0.469, 2.523], [-2.322, -2.374, 1.402], [-2.552, -2.259, -0.240], [-2.432, -0.199, -1.339], [-2.037, 1.104, -0.377], [2.054, -0.356, -1.019], [2.321, 1.057, -0.496], [1.207, 1.532, 0.403], [1.179, 2.628, 0.893], [2.258, -1.084, -0.228], [2.718, -0.650, -1.831], [1.016, -0.453, -1.331], [3.251, 1.151, 0.070], [2.425, 1.784, -1.306], [0.387, 0.819, 0.571]], "atomic_forces_ev_per_a": [[0.2, -0.4, -0.1], [0.1, 0.5, 0.6], [-0.1, 0.1, -0.3], [-0.3, 0.2, 0.1], [-0.1, 0.1, 0.0], [0.0, 0.0, 0.1], [0.0, -0.3, -0.2], [0.0, -0.2, 0.0], [0.1, 0.0, -0.2], [0.5, 0.0, 0.4], [0.0, -0.1, -0.2], [0.1, 0.1, -0.2], [0.0, 0.3, 0.2], [-0.3, 0.0, 0.0], [-0.1, 0.2, -0.2], [0.0, -0.1, -0.1], [0.0, -0.2, 0.0], [-0.1, 0.0, 0.0], [-0.1, -0.1, 0.2]]}



Please write out number 1 again, unchanged.
{"formula": "C4H11N3O", "method": "wB97M-V/def2-TZVPD", "e_above_lowest_kj_mol": 591.3, "molar_mass_g_mol": 117.15, "e_homo_ha": [-0.2835, -0.2834], "total_charge": 0, "lumo_ev": [-0.12, -0.12], "symbols": ["C", "C", "C", "C", "N", "O", "H", "H", "H", "H", "H", "H", "H", "N", "N", "H", "H", "H", "H"], "positions_angstrom": [[-0.449, -2.046, -1.578], [-1.277, 0.644, 1.288], [-0.510, -1.660, -0.128], [-0.470, 0.307, 0.075], [-0.543, 1.045, -0.970], [-0.625, -2.382, 0.807], [0.053, 0.740, -1.738], [-1.170, -1.446, -2.133], [0.544, -1.818, -1.970], [-0.663, -3.108, -1.695], [-0.688, 1.193, 2.024], [-2.138, 1.263, 1.038], [-1.675, -0.202, 1.846], [1.873, 0.639, 0.797], [1.850, 2.003, 0.616], [1.272, 2.319, -0.172], [1.543, 2.462, 1.466], [2.349, 0.263, -0.025], [0.724, -0.215, 0.451]], "atomic_forces_ev_per_a": [[-0.1, 0.1, 0.1], [-0.1, 0.3, 0.8], [0.2, 1.3, 0.3], [-1.4, -2.9, -0.7], [0.6, 0.5, 0.2], [0.0, 0.7, -0.4], [-0.2, -0.3, -0.1], [0.0, 0.0, 0.0], [0.0, 0.0, 0.0], [0.1, 0.1, 0.0], [0.2, 0.1, -0.1], [0.2, 0.1, -0.3], [0.3, -0.4, -0.3], [-0.4, -1.6, -0.2], [-0.7, -0.4, -0.1], [-0.1, 0.0, -0.1], [-0.1, -0.1, -0.1], [0.2, 0.1, 0.1], [1.5, 2.5, 0.8]]}